Here is an isolated ion of composition C9H16N3 and charge +1 in a non-equilibrium geometry from the Open Molecules 2025 dataset. Energies are from ωB97M-V/def2-TZVPD.

Cartesian coordinates (Å):
C  -3.44  0.86  1.37
C  -0.42  0.08  -1.81
C  1.27  -1.07  -0.32
C  0.15  0.15  1.29
C  -1.13  1.06  -0.95
C  -0.18  -1.06  -0.89
C  -1.19  0.32  0.50
C  -0.85  -2.09  -0.40
C  2.57  0.68  0.85
N  -2.26  0.47  1.05
N  1.28  0.23  0.40
N  -0.60  2.33  -0.89
H  -3.57  1.71  2.00
H  -0.96  -0.24  -2.73
H  0.55  0.40  -2.23
H  1.46  -1.97  0.24
H  2.21  -1.17  -0.92
H  0.17  0.95  2.03
H  0.08  -0.86  1.72
H  -2.14  1.17  -1.17
H  -1.89  -2.35  -0.41
H  -4.32  0.19  1.49
H  -0.40  -2.84  0.36
H  2.50  1.73  0.93
H  2.95  0.29  1.85
H  3.09  0.56  -0.05
H  -1.25  3.06  -1.18
H  0.35  2.45  -1.22

Values from the calculation:
Energy relative to the best compared isomer or geometry (same formula, charge and spin) ... 624.33 kJ/mol
Kohn-Sham gap ... 8.08 eV
Lowest unoccupied orbital energy ... -4.266 eV
HOMO ... -12.344 eV
Total charge ... +1
Largest force on an atom ... 0.0945 Eh/bohr
SMILES ... C=[N+]=C1CN(C)CC(=C)C[C@@H]1N

=====

Here is a 2-piece molecular cluster, C9H16N3 overall in a non-equilibrium geometry from the Open Molecules 2025 dataset. Energies are from ωB97M-V/def2-TZVPD.

Cartesian coordinates (Å):
C  -2.91  -0.16  1.15
C  -2.60  1.09  0.71
C  -2.37  -1.34  0.48
C  -1.84  1.28  -0.54
C  2.89  0.45  0.25
C  2.67  -0.95  0.86
C  1.45  1.04  0.06
C  1.26  -1.19  0.23
C  -1.21  -0.07  -1.00
N  -1.61  -1.26  -0.56
N  -0.69  -0.16  -2.23
N  0.43  0.03  0.37
H  -3.58  -0.46  2.03
H  -2.88  1.96  1.07
H  -2.72  -2.18  0.98
H  -2.59  1.49  -1.40
H  -0.95  2.05  -0.35
H  3.53  0.98  0.88
H  3.24  0.40  -0.70
H  3.39  -1.74  0.30
H  2.64  -0.98  1.87
H  1.50  2.10  0.53
H  1.25  1.28  -0.98
H  1.52  -1.42  -0.74
H  0.66  -2.12  0.68
H  -0.46  -1.05  -2.60
H  -0.17  0.66  -2.65
H  0.15  0.27  1.30

Values from the calculation:
Energy relative to the best compared isomer or geometry (same formula, charge and spin) ... 449.33 kJ/mol
Kohn-Sham gap ... 8.87 eV
Lowest unoccupied orbital energy ... -4.561 eV
HOMO ... -13.435 eV
Total charge ... +1
Largest force on an atom ... 0.1191 Eh/bohr

=====

Here is an isolated ion of composition C9H16N3O2 and charge +1 in a non-equilibrium geometry from the Open Molecules 2025 dataset. Energies are from ωB97M-V/def2-TZVPD.

Cartesian coordinates (Å):
C  0.79  -0.47  -0.23
C  0.02  -2.60  0.05
C  2.99  0.65  0.11
C  -0.79  -0.44  -0.63
C  3.75  1.90  -0.06
C  -1.01  0.17  -2.00
C  -3.05  0.40  0.32
C  -1.26  0.04  1.91
C  -1.52  0.44  0.46
N  -1.08  -1.85  -0.27
N  1.17  -1.68  0.11
N  1.53  0.63  -0.23
O  -0.01  -3.76  0.17
O  3.46  -0.41  0.43
H  3.92  2.13  -1.09
H  4.64  1.65  0.39
H  3.16  2.68  0.18
H  -2.03  -0.17  -2.32
H  -0.14  -0.22  -2.55
H  -0.85  1.33  -1.96
H  -3.30  -0.62  0.69
H  -3.46  0.52  -0.64
H  -3.55  1.26  0.76
H  -1.62  -0.89  2.16
H  -1.77  0.66  2.66
H  -0.27  -0.11  2.06
H  -1.28  1.38  0.16
H  -1.79  -2.24  -0.86
H  2.12  -1.97  0.48
H  1.22  1.58  -0.26

Values from the calculation:
Energy relative to the best compared isomer or geometry (same formula, charge and spin) ... 0.00 kJ/mol
Kohn-Sham gap (alpha / beta) ... 6.70 / 5.26 eV
Lowest unoccupied orbital energy (alpha / beta) ... -2.767 / -8.686 eV
HOMO (alpha / beta) ... -9.463 / -13.948 eV
Total charge ... +1
Expectation value of S² ... 2.026
Multiplicity ... 3
Largest force on an atom ... 0.1246 Eh/bohr

=====

Here is an isolated ion of composition C9H16N3O2S and charge +1 in a non-equilibrium geometry from the Open Molecules 2025 dataset. Energies are from ωB97M-V/def2-TZVPD.

Cartesian coordinates (Å):
C  -0.51  3.79  0.69
C  -0.26  2.42  0.40
C  -0.47  4.08  2.09
C  -0.07  2.14  2.63
C  0.04  1.53  1.41
C  1.63  -3.62  -1.58
C  -1.57  -1.19  -0.16
C  0.34  -2.92  -1.32
C  0.52  -1.38  -1.32
N  -0.27  3.32  3.17
N  -0.57  1.86  -1.00
N  -0.22  -0.65  -0.25
O  2.10  -0.28  0.97
O  0.01  -1.14  2.11
S  0.64  -0.30  1.15
H  -0.47  4.59  -0.04
H  -0.26  2.77  -1.39
H  -0.28  5.10  2.31
H  -0.17  1.32  3.42
H  1.53  -4.53  -2.11
H  2.15  -3.05  -2.30
H  2.09  -3.69  -0.59
H  -1.60  -2.10  0.53
H  -2.15  -0.38  0.34
H  -1.85  -1.45  -1.25
H  -0.14  -3.22  -0.39
H  -0.32  -3.14  -2.08
H  1.61  -1.16  -1.16
H  0.34  -1.02  -2.30
H  -0.16  0.74  -0.89
H  -1.65  1.56  -1.09

Values from the calculation:
Energy relative to the best compared isomer or geometry (same formula, charge and spin) ... 297.53 kJ/mol
Kohn-Sham gap ... 9.80 eV
Lowest unoccupied orbital energy ... -4.063 eV
HOMO ... -13.866 eV
Total charge ... +1
Largest force on an atom ... 0.1573 Eh/bohr
SMILES ... CCCN(C)S(=O)(=O)c1cnccc1[NH3+]

=====

Here is an isolated ion of composition C9H16N3O3S2 and charge -1 in a non-equilibrium geometry from the Open Molecules 2025 dataset. Energies are from ωB97M-V/def2-TZVPD.

Cartesian coordinates (Å):
O  -3.03  0.93  -0.76
O  0.10  2.69  -0.77
O  2.90  -1.01  -1.14
S  0.33  0.28  2.95
S  5.11  1.05  -0.29
C  -2.47  0.04  -0.04
C  0.09  2.11  0.26
C  2.04  -0.11  -1.01
N  0.80  -0.16  -1.52
N  -1.62  0.36  0.91
N  1.27  1.58  0.54
C  -2.70  -1.49  -0.23
C  0.22  -1.30  -2.12
C  -0.72  1.78  2.67
C  3.59  1.08  0.67
C  -1.10  1.80  1.22
C  2.35  1.25  -0.26
H  4.85  -0.22  -0.57
H  0.22  0.66  -1.25
H  -1.35  -0.44  1.51
H  1.12  1.16  1.44
H  -3.70  -1.54  -0.53
H  -2.56  -1.88  0.74
H  -2.15  -2.01  -1.07
H  0.96  -1.88  -2.84
H  -0.56  -1.05  -2.75
H  -0.01  -1.96  -1.32
H  -1.47  1.76  3.37
H  -0.17  2.74  2.77
H  3.45  0.10  1.17
H  3.60  1.96  1.44
H  -1.87  2.57  0.95
H  2.57  1.95  -1.08

Values from the calculation:
Energy relative to the best compared isomer or geometry (same formula, charge and spin) ... 185.07 kJ/mol
Kohn-Sham gap ... 7.02 eV
Lowest unoccupied orbital energy ... 2.971 eV
HOMO ... -4.044 eV
Total charge ... -1
Largest force on an atom ... 0.1139 Eh/bohr
SMILES ... CNC(=O)[C@H](CS)NC(=O)[C@H](C[S-])NC(C)=O

=====

Here is a 2-piece molecular cluster, C9H16N4O4 overall in a non-equilibrium geometry from the Open Molecules 2025 dataset. Energies are from ωB97M-V/def2-TZVPD.

Cartesian coordinates (Å):
C  -0.68  -3.12  3.04
C  0.79  -3.20  2.38
C  -0.66  -2.67  4.51
C  -0.07  1.21  -3.01
C  -0.52  -0.27  -2.90
C  0.14  1.58  -1.58
C  0.52  3.03  -1.40
C  0.56  3.98  -0.40
C  1.74  4.66  -2.09
H  -2.22  -4.19  3.09
H  -1.35  -4.68  2.17
H  -1.20  -2.37  2.44
H  -1.63  -2.81  5.03
H  -0.37  -1.69  4.57
H  0.07  -3.32  5.00
H  0.59  -5.01  2.72
H  -0.82  2.83  -4.02
H  -1.53  1.44  -4.30
H  0.88  1.30  -3.55
H  -0.77  1.37  -1.01
H  0.92  0.97  -1.23
H  -0.01  4.10  0.56
H  2.36  5.33  -2.57
H  1.66  5.80  -0.39
H  -0.22  -1.87  -1.90
N  -1.39  -4.39  2.98
N  -1.12  2.02  -3.61
N  1.39  3.45  -2.40
N  1.50  4.93  -0.78
O  1.37  -2.23  1.96
O  1.24  -4.50  2.28
O  -1.21  -0.76  -3.75
O  0.01  -0.92  -1.85

Values from the calculation:
Energy relative to the best compared isomer or geometry (same formula, charge and spin) ... 378.87 kJ/mol
Kohn-Sham gap ... 9.05 eV
Lowest unoccupied orbital energy ... 0.474 eV
HOMO ... -8.580 eV
Largest force on an atom ... 0.2409 Eh/bohr
SMILES ... N[C@@H](Cc1c[nH]cn1)C(=O)O.C[C@H](N)C(=O)O

=====

Here is a 2-piece molecular cluster, C9H16NO overall in a non-equilibrium geometry from the Open Molecules 2025 dataset. Energies are from ωB97M-V/def2-TZVPD.

Cartesian coordinates (Å):
C  0.43  1.95  2.16
C  1.46  -0.24  -0.66
C  1.38  0.77  0.27
C  0.99  -1.47  -0.14
C  1.01  0.68  1.63
C  0.69  -1.73  1.16
C  0.77  -0.64  2.04
O  0.81  -2.39  -1.16
H  1.73  -0.18  -1.69
H  1.82  1.76  0.02
H  0.68  -3.28  -0.81
H  0.33  -2.63  1.67
H  1.11  2.53  2.82
H  -0.40  1.86  2.85
H  0.73  -0.73  3.11
H  0.30  2.80  1.48
C  -2.38  1.10  -1.77
C  -2.06  1.44  -0.29
N  -1.54  -0.07  -2.23
H  -3.42  0.69  -1.85
H  -2.31  1.85  -2.52
H  -2.52  0.70  0.35
H  -2.54  2.39  -0.11
H  -0.53  0.09  -2.23
H  -1.60  -0.78  -1.48
H  -1.91  -0.52  -3.07
H  -1.02  1.72  -0.23

Values from the calculation:
Energy relative to the best compared isomer or geometry (same formula, charge and spin) ... 140.06 kJ/mol
Kohn-Sham gap ... 8.33 eV
Lowest unoccupied orbital energy ... -3.255 eV
HOMO ... -11.582 eV
Total charge ... +1
Largest force on an atom ... 0.0710 Eh/bohr

=====

Here is a 2-piece molecular cluster, C9H16NO overall in a non-equilibrium geometry from the Open Molecules 2025 dataset. Energies are from ωB97M-V/def2-TZVPD.

Cartesian coordinates (Å):
C  -1.06  -0.01  -2.26
C  -2.29  0.04  -1.50
C  -0.04  -0.44  -1.47
C  -2.05  -0.48  -0.24
C  -0.66  -0.81  -0.19
C  1.45  -0.70  -1.50
C  -3.11  -0.55  0.82
C  2.15  2.26  0.61
C  -0.29  -1.62  2.04
N  3.08  1.37  -0.11
O  0.09  -1.31  0.76
H  -0.96  0.40  -3.31
H  -3.21  0.48  -1.80
H  1.95  -0.78  -2.41
H  1.80  -1.65  -1.02
H  1.86  0.23  -1.00
H  -3.32  -1.48  1.22
H  -3.99  -0.06  0.37
H  -2.59  0.13  1.63
H  2.51  3.02  1.31
H  1.44  2.95  -0.10
H  1.36  1.60  1.22
H  0.69  -2.01  2.49
H  -1.03  -2.54  2.03
H  -0.69  -0.75  2.69
H  3.68  0.93  0.62
H  3.22  1.79  -0.93

Values from the calculation:
Energy relative to the best compared isomer or geometry (same formula, charge and spin) ... 505.00 kJ/mol
Kohn-Sham gap (alpha / beta) ... 5.99 / 5.87 eV
Lowest unoccupied orbital energy (alpha / beta) ... -6.134 / -6.145 eV
HOMO (alpha / beta) ... -12.119 / -12.019 eV
Total charge ... +1
Largest force on an atom ... 0.1257 Eh/bohr